Entry from the OMol25 dataset: a cluster of 12 separate species, C36H99N3O24 in total in a non-equilibrium geometry (ωB97M-V/def2-TZVPD).

```
162
Properties=species:S:1:pos:R:3:forces:R:3:mulliken_charge:R:1
C 2.101 3.110 1.637 0.614 -0.088 1.204 -1.0183
O 2.071 4.485 2.041 0.335 -0.492 0.002 -0.3476
C 2.135 4.734 3.461 0.572 0.316 -0.144 -0.1683
C 3.413 4.287 4.252 -0.964 -0.718 -0.923 -0.6553
N 3.083 4.392 5.674 0.717 -0.016 0.182 -0.2833
C 4.161 3.891 6.577 -0.607 -0.774 -1.388 -0.6305
C 3.691 3.813 8.010 -0.664 0.810 0.170 -0.5968
O 2.848 2.651 8.020 -0.115 0.848 0.663 -0.2675
C 2.235 2.447 9.301 1.128 -0.185 -0.968 -0.7167
H 3.079 2.643 1.782 0.035 0.155 0.230 0.4096
H 1.879 2.934 0.604 -0.276 0.762 -0.806 0.3630
H 1.388 2.489 2.175 -0.152 0.017 0.437 0.3820
H 1.233 4.308 3.930 0.224 0.142 -0.015 0.1255
H 2.144 5.840 3.555 -0.489 -0.658 -0.124 0.2133
H 4.242 4.913 3.946 0.173 0.551 0.368 0.3026
H 3.747 3.288 3.902 -0.377 -0.064 0.451 0.3104
H 2.212 3.891 5.855 0.404 -0.013 0.012 0.2682
H 5.081 4.415 6.303 -0.137 0.345 0.684 0.4287
H 4.360 2.831 6.338 0.184 0.114 -0.137 0.2916
H 3.115 4.751 8.290 0.388 -0.984 -0.275 0.3051
H 4.496 3.708 8.756 -0.003 -0.094 -0.338 0.4680
H 3.064 2.252 10.019 -0.879 0.120 -0.005 0.2788
H 1.601 1.589 9.141 -0.084 -0.407 0.379 0.2273
H 1.602 3.288 9.565 0.084 0.294 0.310 0.2971
C -4.856 6.347 -2.184 2.100 0.397 -1.839 -0.7872
O -3.960 5.428 -2.807 0.241 -0.300 -0.641 -0.2650
C -3.070 6.009 -3.829 -1.720 -1.075 1.914 -0.5562
C -1.752 6.387 -3.208 0.262 -0.812 1.500 -0.7704
N -1.283 5.261 -2.303 -0.226 0.166 -0.697 -0.0834
C 0.114 4.819 -2.253 0.092 0.831 0.475 -0.7655
C 0.469 3.707 -3.187 0.014 0.731 -0.158 0.2356
O 0.330 4.273 -4.484 0.229 -0.338 0.606 -0.3859
C 0.034 3.269 -5.400 -0.231 0.121 -0.534 -0.6972
H -5.398 5.779 -1.482 -0.454 -0.265 1.283 0.2445
H -5.552 6.738 -2.923 -0.177 0.282 -0.088 0.2615
H -4.177 7.142 -1.834 -0.998 0.167 0.700 0.3261
H -3.673 6.812 -4.249 0.580 0.260 -0.598 0.5341
H -2.916 5.170 -4.491 0.016 0.041 -0.568 0.1787
H -1.842 7.320 -2.633 0.211 -0.103 -0.235 0.3297
H -1.070 6.485 -4.030 0.720 0.275 -0.157 0.3956
H -1.551 5.378 -1.337 -0.515 0.483 -0.280 0.1729
H 0.337 4.617 -1.208 -0.038 -0.665 0.141 0.2329
H 0.846 5.607 -2.448 -0.167 0.394 -0.372 0.3025
H -0.103 2.791 -3.107 -0.589 -0.070 0.254 -0.2356
H 1.497 3.445 -3.017 0.781 -0.261 0.071 0.4638
H -0.922 2.818 -5.143 -0.230 -0.316 -0.063 0.2372
H 0.796 2.481 -5.472 0.049 0.161 0.038 0.2835
H -0.063 3.797 -6.333 -0.020 -0.199 -0.689 0.3113
C 3.029 -1.313 -2.367 -0.877 1.037 0.332 -0.5841
O 3.907 -2.305 -1.897 -0.035 0.669 0.493 0.1174
C 5.020 -2.382 -2.720 1.617 -0.893 -1.617 -0.4948
C 5.712 -3.766 -2.604 -0.307 0.504 -0.015 -0.9385
N 6.098 -4.160 -1.255 -1.102 -0.275 -0.276 -0.3488
C 6.950 -3.189 -0.616 -0.734 0.449 0.483 -0.2568
C 7.391 -3.817 0.669 0.022 1.718 0.863 -1.0002
O 6.311 -3.684 1.568 -0.267 -0.398 0.110 -0.1392
C 6.409 -4.600 2.615 -1.112 0.118 1.637 -0.8054
H 2.496 -1.678 -3.274 0.192 0.397 0.514 0.2720
H 3.523 -0.344 -2.567 0.298 -0.504 -0.381 0.4220
H 2.324 -0.984 -1.571 0.153 -0.915 -0.362 -0.3362
H 5.831 -1.605 -2.630 -1.040 -0.077 0.687 0.3202
H 4.726 -2.292 -3.787 -0.117 -0.059 0.294 0.4457
H 6.660 -3.640 -3.179 -0.701 -0.507 0.019 0.4344
H 5.018 -4.525 -3.024 0.679 0.325 0.149 0.2359
H 5.255 -4.276 -0.669 0.552 0.026 -0.526 0.2607
H 6.382 -2.245 -0.408 0.777 -0.348 -0.077 0.1603
H 7.797 -3.010 -1.253 0.456 0.311 -0.366 0.4822
H 8.222 -3.318 1.194 0.334 -0.244 -0.655 0.4160
H 7.567 -4.841 0.451 0.535 -1.109 0.031 0.4407
H 6.358 -5.636 2.281 -0.101 -0.164 -0.260 0.3603
H 5.509 -4.386 3.259 0.991 -0.419 -0.417 0.2026
H 7.324 -4.535 3.254 -0.376 0.403 -0.533 0.2952
C -0.492 -5.052 0.583 0.008 -1.348 -0.807 1.5558
C -1.544 -6.176 0.819 0.235 0.859 -1.425 -0.9906
O -1.828 -6.953 -0.429 1.405 0.350 2.399 -0.6299
O -0.422 -4.301 1.730 -0.798 0.242 1.622 -0.6845
H -0.880 -4.428 -0.239 0.355 -0.223 -0.261 -0.9989
H 0.527 -5.465 0.377 -0.784 0.087 -0.458 0.3689
H -2.400 -5.625 1.236 -0.144 -0.517 -0.440 0.1582
H -1.209 -6.856 1.564 0.363 -0.762 0.378 0.4844
H -2.424 -6.428 -0.921 -1.070 0.782 -0.829 0.3851
H 0.344 -3.738 1.694 0.651 0.434 -0.301 0.2273
C -4.669 1.147 -1.726 0.728 -0.028 1.271 0.5076
C -4.284 2.558 -2.096 0.255 0.848 -0.361 -0.7526
O -2.854 2.646 -2.120 0.231 0.856 -0.152 0.3172
O -3.876 0.805 -0.539 -0.436 -0.796 -0.019 -0.5599
H -4.496 0.400 -2.506 0.441 0.306 0.099 -0.4713
H -5.738 0.990 -1.490 0.370 0.620 0.121 0.3870
H -4.695 3.281 -1.354 0.142 -0.447 -0.307 0.0776
H -4.629 2.866 -3.086 -0.474 -0.200 0.122 0.5484
H -2.567 3.576 -2.376 -0.502 -1.095 0.379 -0.2991
H -3.280 1.455 -0.041 -0.980 -0.347 -1.284 0.3089
C -5.008 -3.588 -1.319 1.314 -0.833 0.128 -0.8307
C -3.923 -4.311 -0.482 -0.463 -0.325 -0.640 0.0880
O -3.473 -3.646 0.624 -0.749 -0.367 1.540 -0.4663
O -4.480 -2.353 -1.786 0.361 0.808 -0.178 -0.2132
H -5.946 -3.319 -0.798 0.312 -0.970 -0.159 0.3148
H -5.067 -4.292 -2.188 -0.811 0.968 0.399 0.3855
H -3.027 -4.525 -1.080 -0.312 0.132 -0.877 -0.2782
H -4.305 -5.294 -0.200 -0.247 -0.021 0.287 0.6826
H -3.103 -2.798 0.386 0.472 0.907 -0.039 0.2477
H -4.376 -1.727 -1.042 -0.197 -0.434 -0.350 -0.0319
C 2.804 -2.194 1.375 0.559 -0.884 -0.249 -0.1961
C 2.178 -1.327 2.435 0.094 0.114 -0.245 -0.6565
O 1.976 -0.007 1.992 0.816 0.226 1.960 -0.2737
O 1.799 -2.842 0.577 -0.973 1.037 1.279 0.1199
H 3.401 -2.935 1.870 0.200 -0.860 0.483 0.2109
H 3.563 -1.699 0.767 -0.424 0.566 -0.194 0.2185
H 2.798 -1.262 3.317 0.769 0.130 -0.010 0.4654
H 1.307 -1.826 2.871 -0.601 0.081 -0.512 0.1939
H 1.439 0.011 1.232 -1.375 -0.101 -1.817 0.2921
H 2.118 -3.313 -0.175 0.982 -0.370 -0.835 -0.0382
C -1.248 3.930 1.964 1.559 -0.845 0.845 -0.1671
C -2.387 3.311 1.207 -0.120 1.558 0.561 0.2858
O -2.223 1.940 1.105 0.450 -1.697 0.180 0.3838
O -1.110 3.455 3.334 -0.056 -1.104 -0.599 -0.6552
H -1.309 4.992 2.143 -0.180 0.420 -0.694 0.4345
H -0.315 3.648 1.409 -0.658 0.644 0.404 -0.1962
H -2.371 3.759 0.208 -0.316 -0.270 -0.017 -0.3799
H -3.329 3.483 1.715 -0.383 0.443 -0.044 0.2242
H -2.548 1.522 1.932 -0.200 0.190 -0.309 -0.2469
H -0.686 2.571 3.309 -0.297 0.762 -0.005 0.3744
C -0.668 -0.196 -1.137 1.028 -0.522 0.870 -0.6983
C -1.337 -1.482 -0.608 1.640 -1.194 -0.986 1.6523
O -2.394 -1.252 0.275 -0.809 1.401 -0.567 0.7723
O 0.066 0.533 -0.082 -0.953 -0.679 -0.459 -0.4257
H -1.325 0.508 -1.623 -0.626 0.132 -0.111 -0.2390
H 0.065 -0.522 -1.889 -0.014 0.208 0.303 0.3500
H -0.560 -2.107 -0.094 -0.541 0.745 -0.161 -0.7125
H -1.662 -2.151 -1.471 0.292 0.993 0.661 -0.6598
H -2.912 -0.512 -0.189 0.015 -0.602 0.965 -0.4251
H -0.614 0.874 0.538 0.340 -0.067 -0.565 0.2287
C -4.213 -1.176 -5.126 -0.094 -0.011 -1.771 -0.6713
C -2.911 -0.801 -4.488 0.502 1.578 0.213 0.4572
O -2.354 -1.881 -3.799 -0.026 -0.476 1.137 -0.4769
O -5.340 -1.233 -4.252 0.722 -0.990 1.033 -0.6055
H -4.045 -2.112 -5.721 -0.263 0.251 0.786 0.2527
H -4.369 -0.438 -5.955 -0.588 -0.211 0.958 0.4182
H -3.073 0.063 -3.771 0.225 -0.665 -0.869 -0.4482
H -2.151 -0.457 -5.237 -0.764 -0.353 0.407 0.4133
H -2.929 -1.971 -3.013 0.428 -0.454 -0.324 0.1349
H -5.164 -1.834 -3.440 -0.044 1.376 -1.879 0.3599
C -4.258 -1.214 2.749 -0.650 -0.367 -0.804 0.8382
C -3.299 -0.390 3.540 -0.690 -0.378 1.505 -0.6865
O -3.782 0.976 3.435 0.863 -0.283 -0.388 -0.5583
O -5.537 -1.321 3.392 0.615 -0.214 0.172 -0.6293
H -3.879 -2.204 2.532 0.070 -0.343 0.427 -0.0902
H -4.449 -0.796 1.772 0.231 0.539 -0.445 -0.1785
H -2.224 -0.559 3.359 -0.405 0.419 -0.575 0.2407
H -3.477 -0.751 4.574 0.318 0.360 -0.185 0.5877
H -3.362 1.513 4.111 0.071 0.150 0.252 0.2518
H -5.666 -0.495 3.862 -0.216 0.206 -0.006 0.3552
C 0.149 -5.092 -3.255 0.034 0.257 -1.662 0.7060
C 1.539 -4.804 -3.802 -0.047 -2.283 -0.723 -0.6886
O 2.513 -5.276 -2.922 1.468 2.434 0.363 -0.4237
O 0.131 -6.487 -2.987 1.131 0.683 -1.687 -0.6224
H -0.515 -4.840 -4.096 -0.305 -0.196 0.262 0.1792
H -0.149 -4.453 -2.436 0.190 -0.058 0.591 -0.4046
H 1.761 -3.801 -4.054 -0.070 1.232 0.093 0.3341
H 1.665 -5.388 -4.758 -0.456 0.499 0.540 0.3103
H 2.335 -6.161 -2.722 -0.663 -2.124 0.399 0.3036
H -0.373 -6.677 -2.236 -1.357 -0.449 2.024 0.3546
```
Forces are in eV/Å.

Energy above the lowest of the compared OMol25 structures with the same formula, charge and spin: 46.5 kcal per mole
E: -3400.71419 a.u.
Structure (SMILES): COCCNCCOC.COCCNCCOC.COCCNCCOC.OCCO.OCCO.OCCO.OCCO.OCCO.OCCO.OCCO.OCCO.OCCO
HOMO energy: -8.59 eV